{"formula": "C33H85N3O11", "method": "ωB97M-V/def2-TZVPD", "gap_ev": 9.541, "fmax_ev_per_a": 3.9, "de_lowest_ev": 1.882, "total_charge": 0, "smiles": "COCCNCCOC.COCCNCCOC.COCCNCCOC.CC(C)O.CC(C)O.CC(C)O.CC(C)O.CC(C)O", "total_energy_ev": -62586.4282, "e_homo_ev": -8.903, "elements": ["H", "H", "H", "H", "H", "C", "C", "O", "N", "C", "C", "C", "H", "H", "H", "H", "H", "O", "C", "H", "H", "C", "C", "H", "O", "C", "H", "H", "O", "H", "H", "H", "O", "H", "C", "H", "C", "H", "H", "H", "C", "H", "C", "H", "H", "C", "O", "H", "C", "C", "H", "H", "N", "H", "H", "H", "H", "H", "H", "C", "H", "H", "C", "H", "H", "H", "H", "H", "H", "H", "C", "H", "H", "H", "C", "C", "H", "C", "H", "C", "H", "H", "H", "H", "O", "H", "C", "H", "H", "H", "H", "H", "H", "H", "O", "H", "H", "H", "H", "C", "H", "H", "H", "H", "N", "C", "H", "H", "C", "H", "C", "C", "H", "O", "H", "H", "H", "C", "H", "C", "O", "H", "H", "C", "H", "H", "O", "H", "H", "H", "C", "H"], "coordinates": [[-15.212752, 9.024586, 19.033037], [-14.356351, 11.425280, 17.298797], [-14.059080, 5.032993, 16.266025], [-13.576370, 7.333943, 18.693229], [-17.419665, 7.332537, 14.930732], [-12.867470, 6.503233, 18.899595], [-17.671449, 4.038120, 12.196812], [-13.432169, 11.810900, 17.233940], [-18.744247, 7.102726, 13.436751], [-17.156491, 5.394421, 14.005981], [-15.539103, 2.580957, 16.967877], [-15.537959, 8.842270, 10.756662], [-20.098880, 8.799937, 11.768278], [-16.384345, 9.482602, 10.498811], [-16.883586, 3.305505, 12.174145], [-7.559859, 4.132436, 16.557808], [-11.918868, 6.811987, 18.545209], [-9.157812, 5.825226, 14.363432], [-7.603875, 4.797958, 15.734934], [-14.896905, 9.432748, 11.389174], [-16.844965, 3.042138, 18.630035], [-11.468323, 10.521019, 17.978399], [-16.259376, 8.886699, 18.639137], [-18.757101, 9.162391, 13.785520], [-14.731152, 8.177779, 15.532272], [-16.333880, 13.781181, 14.590180], [-19.872720, 8.317538, 14.790562], [-10.191515, 6.935875, 16.650016], [-12.348729, 3.071644, 13.174566], [-8.460904, 7.107657, 16.750901], [-16.850111, 14.541579, 16.966791], [-16.168313, 8.589361, 17.621754], [-16.923528, 7.883447, 19.408491], [-18.699813, 6.206607, 15.295112], [-13.390111, 5.365784, 18.044142], [-11.345805, 4.669169, 17.790054], [-12.284216, 12.442843, 19.246942], [-13.369031, 11.078166, 14.538918], [-9.761458, 4.490712, 15.786101], [-15.140024, 5.511294, 11.460599], [-9.037549, 5.281014, 15.624602], [-22.562094, 5.939265, 13.392327], [-12.328802, 4.275112, 17.978521], [-12.311909, 3.777940, 18.972217], [-16.577807, 13.335166, 13.598841], [-19.472173, 8.349747, 13.790079], [-17.203743, 7.143265, 10.644584], [-9.261159, 5.845212, 17.711042], [-16.419528, 6.648656, 19.192552], [-9.256907, 6.296927, 16.720415], [-12.116389, 7.521350, 15.250111], [-13.970624, 6.831513, 11.891026], [-14.854345, 3.346356, 15.870172], [-13.324640, 9.268939, 16.553544], [-12.477879, 8.257448, 13.780619], [-13.424489, 10.660340, 18.897743], [-16.441279, 6.363139, 18.104536], [-12.876309, 6.150060, 19.918270], [-15.261774, 13.930874, 14.629102], [-12.726675, 11.319444, 18.388287], [-15.327768, 6.479823, 19.409228], [-15.419789, 3.767589, 15.182593], [-13.582687, 9.057732, 15.489709], [-21.259805, 9.394781, 12.962221], [-19.436890, 2.984893, 18.080023], [-18.119811, 12.428067, 17.720918], [-14.487084, 7.506189, 16.212650], [-21.760343, 6.996697, 14.608609], [-14.620953, 9.960078, 13.830285], [-6.850846, 5.536016, 15.716190], [-17.002833, 10.233551, 18.708865], [-19.718565, 3.938351, 16.706010], [-15.438314, 13.526134, 17.069554], [-23.095456, 7.646592, 13.564579], [-14.825810, 6.543797, 11.268042], [-12.294384, 8.525206, 14.786597], [-12.352354, 4.254217, 14.877868], [-16.001785, 7.555228, 11.371343], [-15.935217, 1.618989, 16.589569], [-18.969555, 3.734607, 17.433585], [-17.126337, 12.888447, 18.930591], [-14.332795, 4.942248, 18.419505], [-17.899421, 6.970772, 11.302174], [-12.413472, 4.748836, 12.011522], [-21.349136, 7.394259, 12.542838], [-10.688855, 11.206734, 17.565659], [-18.012268, 6.547933, 14.528677], [-12.692358, 3.555237, 17.186321], [-16.590588, 5.046597, 14.823920], [-16.396298, 10.884723, 16.910498], [-18.715542, 4.632176, 17.990290], [-11.073616, 9.965695, 18.838580], [-16.963719, 5.936946, 19.825756], [-18.550674, 3.562420, 11.750023], [-16.885769, 12.948996, 15.639146], [-16.987691, 10.672422, 19.690833], [-15.070146, 8.580212, 9.815876], [-14.250163, 1.941500, 14.450771], [-14.772430, 2.428800, 17.701177], [-16.529057, 13.470065, 16.907948], [-11.696322, 9.780328, 17.238234], [-18.061993, 10.005128, 18.458131], [-9.973191, 6.314000, 14.304092], [-13.770601, 4.332538, 13.872451], [-16.359240, 11.199191, 17.855905], [-16.673582, 3.380111, 17.577241], [-12.800043, 12.538091, 20.251584], [-11.496156, 9.209611, 14.888026], [-14.074587, 10.292195, 14.754189], [-16.453590, 4.445998, 17.612259], [-20.581747, 8.548046, 12.724121], [-13.778866, 2.627829, 15.138336], [-14.732096, 10.889849, 15.405585], [-17.837336, 3.117929, 16.881007], [-11.214782, 12.318881, 19.458796], [-17.369509, 4.887745, 11.606461], [-11.332528, 3.517309, 11.416527], [-13.055205, 3.674647, 14.269460], [-7.507369, 4.111186, 14.832430], [-11.663688, 4.057146, 12.349051], [-13.668512, 5.825820, 16.744597], [-10.829311, 4.519856, 12.868139], [-14.539802, 6.542937, 10.195580], [-17.023719, 12.511645, 17.913485], [-16.930819, 14.717095, 14.667078], [-16.204586, 7.839328, 12.446809], [-18.055898, 4.397543, 13.497371], [-19.372848, 6.391498, 13.067063], [-16.433268, 5.705737, 13.228092], [-13.059445, 2.111590, 15.803322], [-22.233443, 6.995954, 13.568525], [-12.429520, 13.410259, 18.769422]], "atomic_forces_ev_per_a": [[-0.73, -0.12, -0.27], [1.28, 0.78, 0.08], [0.22, 0.68, 0.55], [0.52, -0.15, 0.77], [0.93, 0.57, 0.58], [-2.31, 0.14, -1.00], [-1.17, -0.77, -0.41], [-0.97, -0.69, 0.31], [-0.83, 0.89, -0.87], [-1.05, 0.75, -0.32], [0.04, 0.80, -1.77], [-0.63, 0.46, -0.95], [-0.23, -0.38, 0.16], [-0.11, -0.09, 0.16], [0.65, -0.42, 0.18], [0.51, -0.42, 1.14], [1.14, 0.19, -0.12], [-0.01, 0.40, -1.44], [-1.67, -2.72, -2.32], [0.58, -0.03, 0.22], [0.42, 0.20, -0.33], [0.02, 0.48, -0.01], [0.73, 0.85, 1.78], [0.09, 0.39, -0.19], [1.15, -0.43, 0.42], [-2.05, -0.25, -0.28], [-0.41, -0.20, 0.60], [0.58, -1.07, -0.17], [0.25, 0.35, 0.24], [-0.55, -1.13, -0.24], [-0.37, -0.85, 0.43], [-0.03, -0.42, -1.12], [-0.34, 2.29, 0.00], [-0.05, -0.41, 0.58], [0.83, -0.48, -0.05], [0.32, 0.14, -0.40], [0.16, 1.24, 2.28], [0.92, -0.30, -0.40], [-0.06, -0.65, -0.11], [0.12, 0.19, 0.33], [0.92, 0.96, 1.55], [0.36, 0.99, -0.15], [-1.57, -1.35, 0.24], [0.13, -0.03, -0.62], [0.10, 0.05, 0.85], [-0.07, -1.12, -1.33], [1.06, -0.14, 0.93], [0.00, -0.18, 0.03], [1.52, -2.36, -0.87], [-0.31, 2.70, 0.62], [0.50, 0.80, -0.01], [-0.26, -0.03, -0.11], [1.72, -0.69, 1.49], [-0.17, 0.12, -0.83], [-0.31, 0.24, -1.40], [0.04, -0.22, 0.33], [-0.50, 0.12, 0.64], [0.17, 0.42, 0.49], [0.21, 0.06, 0.43], [0.07, -0.78, -1.10], [-0.84, 0.71, 0.37], [-1.34, 0.04, -0.59], [0.24, 0.65, -0.18], [0.44, -0.17, 0.17], [-0.05, 0.28, 0.53], [0.26, -0.48, -0.34], [-0.28, 0.05, -0.78], [-0.45, 0.16, -1.24], [0.49, 0.41, 0.79], [0.59, 0.97, 0.09], [-0.31, -1.18, -0.04], [-0.24, 0.37, -1.01], [0.06, -0.07, -0.61], [-0.44, 0.23, 0.21], [-1.03, -0.13, -0.95], [-2.12, -2.30, 1.86], [-0.03, 0.09, 0.08], [-0.14, 0.41, 0.98], [0.18, 0.28, 0.32], [0.00, -0.97, 0.94], [1.09, 0.15, 0.20], [0.27, 0.02, 0.43], [0.27, 0.22, 0.10], [-0.19, 0.85, -0.06], [0.03, -1.10, -0.56], [-0.55, -0.50, 0.36], [0.23, -0.60, -0.85], [0.94, 0.54, 1.01], [0.62, -0.80, 1.10], [-0.17, -0.22, -0.92], [-0.04, 0.20, 0.09], [0.08, 0.36, -0.02], [-0.05, 0.05, -0.40], [0.15, 0.12, -0.15], [1.24, 0.24, -0.74], [-0.04, -0.21, 0.72], [0.42, 0.36, -0.29], [0.15, -0.78, -0.18], [0.38, -0.37, 0.50], [1.34, 1.01, -0.31], [-0.05, -0.29, -0.46], [0.29, 0.38, -0.05], [-0.50, 0.36, -0.05], [-1.24, 1.22, -0.60], [0.11, 0.97, 0.15], [0.18, -0.85, 1.24], [0.39, -0.32, -1.10], [0.92, 0.60, 0.16], [-1.28, 0.37, 0.18], [0.16, 0.15, -0.12], [0.20, 0.99, 0.75], [-0.14, 0.67, -0.32], [-0.47, -0.62, -0.41], [-0.42, 0.27, -1.54], [-0.21, 0.32, 0.15], [-0.02, 0.32, -0.31], [-0.06, 0.43, 1.16], [1.63, -1.25, 0.15], [0.42, 0.84, 0.92], [-0.69, -1.94, -0.47], [-0.35, -0.02, -0.95], [0.07, 0.10, 0.05], [0.17, -0.01, 0.58], [-2.61, -0.57, 0.60], [0.86, -0.07, -0.28], [-0.31, -0.92, -0.89], [0.92, 0.72, 0.35], [-0.18, 0.35, 0.21], [-0.56, 0.10, 0.37], [-0.62, 0.18, -0.24], [0.69, -0.66, 1.12], [0.06, -0.07, -0.25]], "lowdin_charge": [0.13, 0.05, 0.07, 0.07, 0.10, -0.03, -0.11, -0.10, -0.06, -0.18, -0.13, -0.08, 0.13, 0.08, 0.08, 0.07, 0.06, -0.03, -0.05, 0.06, 0.14, -0.05, -0.18, 0.11, -0.09, -0.08, 0.09, 0.07, -0.19, 0.10, 0.14, 0.09, -0.15, 0.12, -0.51, 0.05, -0.07, 0.08, 0.12, 0.06, -0.54, 0.10, -0.03, 0.10, 0.09, -0.17, -0.07, 0.07, -0.17, -0.08, 0.07, 0.07, -0.07, 0.11, 0.05, 0.12, 0.09, 0.09, 0.08, -0.48, 0.07, 0.06, -0.45, 0.13, 0.09, 0.13, 0.05, 0.10, 0.09, 0.07, -0.19, 0.08, 0.12, 0.08, -0.06, -0.03, 0.11, -0.47, 0.13, -0.09, 0.12, 0.11, 0.05, 0.06, -0.21, 0.10, -0.20, 0.06, 0.07, 0.09, 0.08, 0.09, 0.10, 0.10, -0.20, 0.12, 0.07, 0.12, 0.10, -0.26, 0.03, 0.13, 0.07, 0.10, -0.05, -0.25, 0.10, 0.07, -0.05, 0.08, -0.21, -0.16, 0.05, -0.18, 0.07, 0.06, 0.11, -0.21, 0.11, -0.06, -0.09, 0.07, 0.09, -0.21, 0.09, 0.13, -0.16, 0.11, 0.10, 0.12, -0.10, 0.08]}